{"formula": "C37H38BrN4O6PS2V", "method": "ωB97M-V/def2-TZVPD", "e_homo_ev": [-7.03, -8.12], "e_lumo_ev": [0.1026, 0.0213], "s2": 3.7591, "de_lowest_kj_mol": 19.9, "largest_force_ha_per_bohr": 0.0073, "multiplicity": 4, "orbital_gap_ev": [7.1, 8.1], "total_charge": 0, "species": ["V", "O", "N", "C", "C", "C", "C", "C", "C", "C", "P", "C", "C", "C", "C", "C", "C", "C", "C", "C", "C", "C", "C", "H", "H", "H", "H", "H", "H", "H", "H", "H", "H", "H", "H", "H", "H", "H", "H", "O", "C", "C", "C", "N", "C", "Br", "C", "H", "H", "H", "H", "C", "C", "N", "C", "C", "C", "S", "N", "C", "O", "C", "C", "C", "C", "C", "C", "H", "H", "H", "H", "H", "H", "H", "H", "H", "H", "H", "H", "H", "H", "H", "C", "S", "O", "O", "O", "H", "H", "H"], "coordinates": [[0.220, -1.084, 0.510], [2.574, -2.449, 1.941], [1.855, -1.278, 2.058], [2.328, -0.569, 2.999], [1.877, 0.754, 3.469], [2.803, 1.384, 4.308], [2.551, 2.611, 4.888], [1.336, 3.237, 4.652], [0.409, 2.620, 3.832], [0.652, 1.388, 3.223], [-0.701, 0.674, 2.186], [-1.963, 0.334, 3.469], [-2.717, 1.316, 4.110], [-3.609, 0.972, 5.113], [-3.752, -0.356, 5.493], [-3.005, -1.339, 4.861], [-2.119, -0.998, 3.850], [-1.299, 2.177, 1.327], [-2.660, 2.415, 1.143], [-3.091, 3.504, 0.400], [-2.170, 4.356, -0.190], [-0.813, 4.115, -0.030], [-0.382, 3.037, 0.725], [2.085, -3.025, 1.302], [3.189, -0.983, 3.521], [3.745, 0.886, 4.504], [3.297, 3.068, 5.525], [1.114, 4.194, 5.104], [-0.533, 3.118, 3.644], [-2.621, 2.355, 3.822], [-4.194, 1.741, 5.600], [-4.450, -0.621, 6.276], [-3.122, -2.376, 5.147], [-1.557, -1.767, 3.333], [-3.390, 1.752, 1.588], [-4.151, 3.680, 0.271], [-2.508, 5.196, -0.783], [-0.086, 4.764, -0.500], [0.679, 2.849, 0.834], [-3.671, -4.070, -3.662], [-2.841, -3.398, -2.837], [-1.463, -3.374, -2.989], [-0.713, -2.660, -2.085], [-1.228, -1.972, -1.053], [-2.552, -2.027, -0.937], [-3.329, -1.118, 0.525], [-3.406, -2.697, -1.781], [-3.157, -4.537, -4.330], [-0.978, -3.914, -3.792], [0.366, -2.633, -2.166], [-4.474, -2.698, -1.627], [3.387, 0.540, -5.062], [3.940, 0.914, -3.692], [3.714, -0.106, -2.668], [4.823, -0.999, -2.349], [4.848, -2.265, -3.196], [2.503, -0.226, -2.089], [2.253, -1.531, -0.997], [1.582, 0.633, -2.557], [0.442, 0.876, -1.927], [0.129, 0.554, -0.757], [-0.573, 1.649, -2.705], [-1.906, 1.571, -2.326], [-2.879, 2.245, -3.048], [-2.519, 3.021, -4.140], [-1.182, 3.112, -4.516], [-0.214, 2.420, -3.808], [3.598, 1.338, -5.775], [2.309, 0.400, -5.002], [3.842, -0.377, -5.434], [3.493, 1.848, -3.358], [5.019, 1.060, -3.753], [4.756, -1.263, -1.295], [5.742, -0.429, -2.495], [3.922, -2.822, -3.058], [5.680, -2.901, -2.894], [4.966, -2.031, -4.254], [-2.171, 0.981, -1.457], [-3.919, 2.173, -2.755], [-3.278, 3.555, -4.699], [-0.899, 3.720, -5.365], [0.827, 2.465, -4.097], [0.053, -5.093, 2.584], [-0.211, -4.135, 1.124], [1.064, -4.110, 0.398], [-1.310, -4.739, 0.413], [-0.508, -2.761, 1.640], [0.150, -6.130, 2.275], [-0.811, -4.964, 3.231], [0.960, -4.745, 3.073]], "lowdin_charge": [0.5058, -0.0738, -0.0986, -0.0667, -0.1782, -0.0415, -0.0688, -0.0617, -0.0851, -0.2610, 1.0902, -0.3640, -0.0991, -0.0763, -0.0823, -0.0718, -0.1113, -0.3694, -0.1226, -0.0825, -0.0851, -0.0690, -0.0998, 0.0113, 0.1362, 0.1117, 0.1067, 0.1073, 0.0991, 0.0969, 0.1037, 0.1025, 0.1055, 0.0725, 0.0783, 0.1063, 0.1052, 0.1082, 0.1166, 0.0893, -0.2980, 0.0239, -0.1170, -0.0205, -0.6925, 0.9005, -0.0349, 0.1159, 0.1232, 0.0567, 0.1164, -0.0759, -0.2080, -0.1294, -0.2568, -0.0790, -0.6465, 0.8109, 0.1128, -0.4303, -0.1723, -0.1292, -0.0256, -0.0771, -0.0875, -0.0805, -0.0254, 0.0730, 0.0614, 0.0602, 0.1081, 0.1114, 0.0763, 0.1116, 0.0575, 0.0750, 0.0609, 0.0885, 0.1049, 0.0992, 0.0998, 0.1019, -0.1294, 0.4293, -0.3690, -0.3013, -0.4780, 0.0690, 0.0667, 0.0641]}

=====

{"formula": "C37H38BrN4O6PS2V", "method": "ωB97M-V/def2-TZVPD", "e_homo_ev": [-7.35, -8.39], "e_lumo_ev": [0.0376, -0.1112], "s2": 3.7599, "de_lowest_kj_mol": 0.0, "largest_force_ha_per_bohr": 0.0086, "multiplicity": 4, "orbital_gap_ev": [7.4, 8.3], "total_charge": 0, "species": ["V", "O", "N", "C", "C", "C", "C", "C", "C", "C", "P", "C", "C", "C", "C", "C", "C", "C", "C", "C", "C", "C", "C", "H", "H", "H", "H", "H", "H", "H", "H", "H", "H", "H", "H", "H", "H", "H", "H", "O", "C", "C", "C", "N", "C", "Br", "C", "H", "H", "H", "H", "C", "C", "N", "C", "C", "C", "S", "N", "C", "O", "C", "C", "C", "C", "C", "C", "H", "H", "H", "H", "H", "H", "H", "H", "H", "H", "H", "H", "H", "H", "H", "C", "S", "O", "O", "O", "H", "H", "H"], "coordinates": [[-0.145, 0.051, -0.397], [1.827, -2.213, -0.280], [1.837, -0.840, -0.317], [3.031, -0.404, -0.413], [3.534, 0.977, -0.537], [4.928, 1.061, -0.450], [5.600, 2.262, -0.567], [4.885, 3.429, -0.789], [3.506, 3.367, -0.882], [2.813, 2.162, -0.762], [0.992, 2.216, -0.879], [0.598, 3.702, 0.098], [0.219, 4.916, -0.466], [-0.067, 6.003, 0.350], [0.042, 5.888, 1.728], [0.428, 4.680, 2.294], [0.693, 3.588, 1.485], [0.637, 2.668, -2.604], [-0.708, 2.826, -2.944], [-1.072, 3.038, -4.262], [-0.102, 3.071, -5.257], [1.232, 2.894, -4.927], [1.602, 2.694, -3.603], [0.871, -2.449, -0.261], [3.808, -1.166, -0.408], [5.492, 0.152, -0.280], [6.679, 2.285, -0.487], [5.394, 4.378, -0.886], [2.943, 4.278, -1.045], [0.138, 5.013, -1.541], [-0.369, 6.942, -0.095], [-0.178, 6.738, 2.361], [0.510, 4.583, 3.369], [0.956, 2.636, 1.929], [-1.471, 2.746, -2.176], [-2.117, 3.157, -4.518], [-0.389, 3.220, -6.289], [1.989, 2.901, -5.700], [2.646, 2.548, -3.355], [-1.968, -0.530, 5.785], [-1.142, -0.925, 4.787], [-1.410, -2.014, 3.968], [-0.502, -2.324, 2.977], [0.612, -1.625, 2.743], [0.823, -0.601, 3.535], [2.363, 0.455, 3.152], [0.018, -0.197, 4.581], [-2.752, -1.089, 5.797], [-2.311, -2.602, 4.090], [-0.681, -3.166, 2.320], [0.253, 0.661, 5.191], [-4.166, -1.502, -3.925], [-3.770, -2.858, -3.356], [-3.196, -2.781, -2.010], [-4.075, -3.102, -0.886], [-4.888, -1.910, -0.404], [-1.938, -2.351, -1.855], [-1.302, -2.204, -0.239], [-1.259, -2.153, -2.987], [-0.265, -1.305, -3.161], [0.074, -0.353, -2.413], [0.501, -1.445, -4.438], [1.745, -0.832, -4.546], [2.477, -0.939, -5.717], [1.961, -1.646, -6.795], [0.717, -2.253, -6.694], [-0.009, -2.159, -5.516], [-4.541, -1.624, -4.942], [-3.302, -0.839, -3.955], [-4.944, -1.029, -3.328], [-3.035, -3.330, -4.007], [-4.638, -3.513, -3.290], [-3.463, -3.490, -0.075], [-4.729, -3.908, -1.222], [-4.231, -1.100, -0.093], [-5.490, -2.200, 0.459], [-5.563, -1.549, -1.180], [2.124, -0.272, -3.701], [3.450, -0.470, -5.792], [2.529, -1.726, -7.713], [0.312, -2.802, -7.535], [-0.976, -2.632, -5.419], [-2.574, 2.736, 1.602], [-2.235, 1.078, 1.103], [-3.271, 0.259, 1.667], [-2.154, 1.081, -0.384], [-0.858, 0.761, 1.576], [-3.640, 2.904, 1.478], [-1.993, 3.423, 0.992], [-2.295, 2.826, 2.649]], "lowdin_charge": [0.4825, -0.0587, -0.0919, -0.0918, -0.1887, -0.0365, -0.0647, -0.0630, -0.0813, -0.2806, 1.1066, -0.3554, -0.0843, -0.0769, -0.0815, -0.0743, -0.1105, -0.3549, -0.0977, -0.0677, -0.0785, -0.0780, -0.0827, -0.0224, 0.1367, 0.1138, 0.1078, 0.1076, 0.1110, 0.1034, 0.1038, 0.1029, 0.1092, 0.0494, 0.1013, 0.1060, 0.1026, 0.1046, 0.1018, 0.0771, -0.3110, 0.0056, -0.1588, 0.0479, -0.7443, 0.7820, -0.0516, 0.1126, 0.1196, 0.0826, 0.1136, -0.0635, -0.1981, -0.1125, -0.2395, -0.0615, -0.6309, 0.7864, 0.1176, -0.4150, -0.1228, -0.1238, -0.0223, -0.0790, -0.0902, -0.0807, -0.0231, 0.0748, 0.0693, 0.0628, 0.1058, 0.1142, 0.0722, 0.1131, 0.0445, 0.0807, 0.0653, 0.1042, 0.1012, 0.0995, 0.1005, 0.1015, -0.1183, 0.4125, -0.3059, -0.4094, -0.4297, 0.0719, 0.0491, 0.0747]}